9
Properties=species:S:1:pos:R:3:forces:R:3 method="wB97M-V/def2-TZVPD" homo_ev=-9.5 spin_multiplicity=1 gap_ev=10.090
H 0.63633 1.15143 0.90655 0.034 -0.773 -0.799
O -1.93337 0.64339 0.23533 0.549 -0.696 -0.616
F 0.56642 -1.76094 0.24653 0.303 1.444 -0.184
H 2.02896 0.27058 0.14269 0.300 0.227 0.124
N 0.33566 -0.53236 -0.54978 -4.512 -1.373 0.539
H -2.15745 -1.34942 0.03853 1.468 0.431 -0.735
C 1.01229 0.61696 -0.01138 0.093 1.380 -0.766
C -1.51816 -0.41101 -0.09335 1.840 0.753 0.635
H 1.02931 1.37136 -0.91511 -0.075 -1.393 1.801

=====

10
Properties=species:S:1:pos:R:3:forces:R:3 method="wB97M-V/def2-TZVPD" homo_ev=-10.4 smiles="O=C1O[C@H]1F.N" spin_multiplicity=1 gap_ev=11.267
C 1.09716 0.67991 -0.07568 1.868 -3.582 0.334
O 1.22902 -0.03545 1.07418 0.487 0.207 -0.644
H -1.65636 -0.57605 -0.16760 0.286 2.028 1.507
C 1.40472 -0.75034 -0.20543 -3.354 0.376 0.229
H -2.31690 0.47460 0.95940 -0.076 -0.360 0.622
H -1.89201 1.01383 -0.43519 0.845 -0.499 0.797
H 2.22517 -1.36380 -0.47195 1.361 0.152 0.326
N -1.52907 0.38591 0.33288 -1.433 -0.975 -3.007
O 1.13618 1.73171 -0.54926 -0.595 2.554 -0.261
F 0.30209 -1.56031 -0.46135 0.612 0.099 0.098

=====

9
Properties=species:S:1:pos:R:3:forces:R:3 method="wB97M-V/def2-TZVPD" homo_ev="-9.5 / -9.2" spin_multiplicity=1 gap_ev="7.814 / 8.024"
P 1.37109 -1.13437 0.00265 0.982 1.204 -2.013
H -1.17471 -0.94662 0.50589 -0.877 -1.971 0.359
C 0.31543 0.37977 0.32883 1.705 -0.334 0.915
H -1.70599 0.70208 1.24207 1.518 -1.425 -1.169
H -1.59814 0.42776 -0.51013 0.382 -0.514 0.539
C -1.10810 0.08754 0.43794 -2.499 3.495 -0.039
F 2.76855 -0.33739 -0.37831 -1.537 -0.974 0.565
O 0.90956 1.37802 0.62394 -0.215 0.925 -0.131
H 0.22231 -0.55680 -2.25290 0.542 -0.407 0.975

=====

8
Properties=species:S:1:pos:R:3:forces:R:3 method="wB97M-V/def2-TZVPD" homo_ev="-7.7 / -8.3" spin_multiplicity=1 gap_ev="6.756 / 8.121"
F -1.82210 -1.07625 -0.12200 0.564 1.001 -0.476
H 0.01032 0.81483 -1.09400 -0.390 0.349 -2.591
H 1.17691 -1.37518 -1.21860 0.204 0.396 1.219
P 1.50898 -0.81557 0.12395 -2.008 0.738 -0.912
H -1.19333 -0.26748 1.56649 0.118 0.527 -0.491
C -1.07758 -0.11768 0.48158 0.787 -1.787 1.072
C 0.04342 0.60305 -0.09466 -0.293 -4.537 -0.263
H 0.22357 1.44224 0.40340 1.018 3.314 2.441

=====

Values of molar mass, in order: 77.06, 93.06, 94.02, 78.03, all in g mol⁻¹.
Values of total energy, in order: -308.31327, -383.63561, -594.93327, -519.68504, all in a.u..
Values of ΔE to the lowest compared entry with this formula, charge and spin, in order: 106.4, 52.6, 72.2, 69.6, all in kcal per mole.